Record 1
C7H18N2 in the gas phase, computed with wB97M-V/def2-TZVPD.

Structure (ORCA input):
```
! wB97M-V def2-TZVPD RIJCOSX def2/J DEFGRID3
* xyz 0 1
C -1.01018 -3.02242 1.06559
N -0.72678 -2.09883 -0.01268
C -1.78731 -2.02446 -0.99055
C 0.29822 -0.83293 0.32510
N -0.57067 0.24660 0.21266
C 0.66402 1.48105 -0.09909
C 2.07300 1.37841 0.48620
C -0.01168 2.72414 0.48354
C 0.72035 1.56597 -1.61992
H -1.10453 -4.05606 0.70127
H -1.94206 -2.78103 1.59643
H -0.20327 -3.02982 1.80786
H -1.53791 -1.32272 -1.79262
H -1.93331 -3.00951 -1.46003
H -2.75049 -1.73909 -0.54653
H 1.11052 -0.97444 -0.38472
H 0.62996 -1.02012 1.35063
H -0.96139 0.44472 1.13242
H 2.66623 0.58062 0.03134
H 2.64262 2.29601 0.28475
H 2.05576 1.23736 1.57096
H -0.09473 2.65586 1.57400
H 0.56863 3.63025 0.26480
H -1.01252 2.87627 0.07002
H -0.27535 1.69978 -2.05016
H 1.16845 0.66978 -2.05909
H 1.32443 2.42460 -1.94219
*
```

- frontier orbital gap (eV) = 8.1
- highest occupied orbital energy (eV) = -7.289
- SMILES = CN(C)CNC(C)(C)C
- LUMO (eV) = 0.784

***

Record 2
2 unconnected molecules or ions with the total composition C5H6BrN3O2, computed with wB97M-V/def2-TZVPD.

Structure (ORCA input):
```
! wB97M-V def2-TZVPD RIJCOSX def2/J DEFGRID3
* xyz 0 1
C 2.28749 -0.48326 0.67561
C 1.79313 0.88880 0.98089
C 1.45924 -1.53604 0.40997
C 0.80646 1.55434 0.39478
C -0.72417 -2.06839 -0.64010
N 0.26217 -1.51822 -0.22398
N -1.68054 -2.69722 -0.96046
N -0.22274 1.92258 -0.23043
O -1.37540 2.03689 0.24932
O -0.18995 2.47564 -1.53674
Br -3.38671 -0.03137 0.43740
H 3.24058 -0.76927 1.05981
H 2.37060 1.50829 1.72551
H 1.97144 -2.58449 0.53958
H -2.92141 1.26390 0.05405
H -2.66826 -2.46362 -0.93625
H -1.02194 2.50145 -1.99899
*
```

- frontier orbital gap (eV) = 8.5
- highest occupied orbital energy (eV) = -8.750
- LUMO (eV) = -0.243

***

Record 3
2 unconnected molecules or ions with the total composition CHBrIO3S, computed with wB97M-V/def2-TZVPD.

Structure (ORCA input):
```
! wB97M-V def2-TZVPD RIJCOSX def2/J DEFGRID3
* xyz -1 1
C -0.13306 0.05592 0.67563
O 0.48883 -1.30164 -1.50840
O 2.17864 -0.20221 0.14478
O 0.90344 1.16412 -1.50219
S 0.98219 -0.10129 -0.80245
Br -0.49785 1.72657 1.30630
I -3.57754 -0.53791 0.36926
H -0.34465 -0.80357 1.31708
*
```

- frontier orbital gap (alpha / beta) (eV) = 6.4 / 5.1
- highest occupied orbital energy (alpha / beta) (eV) = -5.031 / -4.542
- LUMO (alpha / beta) (eV) = 1.319 / 0.548

***

Record 4
A molecular structure, C26H22I2IrO2, computed with wB97M-V/def2-TZVPD.

Structure (ORCA input):
```
! wB97M-V def2-TZVPD RIJCOSX def2/J DEFGRID3
* xyz 2 2
Ir -0.68158 0.05711 0.10585
C -4.63843 2.00237 0.03763
C -3.17366 2.16713 0.33671
C -2.39444 3.04986 -0.36479
C -1.03803 3.26349 -0.02376
C -0.21278 4.23408 -0.80839
C -0.50853 2.62368 1.09019
C -1.26908 1.70164 1.84128
C -0.79586 1.17297 3.16705
C -2.56972 1.42082 1.38456
H -5.18642 2.87196 0.40548
H -5.05893 1.12408 0.52487
H -4.83143 1.94529 -1.03467
H -2.82279 3.61598 -1.18431
H -0.39790 5.24782 -0.44396
H -0.47725 4.21777 -1.86468
H 0.85257 4.03580 -0.70254
H 0.49652 2.86147 1.41436
H -1.01606 1.91763 3.93440
H 0.27885 1.00278 3.16806
H -1.30815 0.25247 3.44350
H -3.20386 0.76602 1.97412
I -2.82411 -0.73763 -1.26984
C -2.37287 -2.69375 -0.78728
C -3.30502 -3.69518 -1.01140
C -2.93415 -5.01532 -0.79122
C -1.63408 -5.30660 -0.40988
C -0.70063 -4.28267 -0.18881
C 0.63670 -4.59032 0.13075
C 1.55710 -3.57165 0.35588
C 1.16319 -2.24873 0.32901
C -0.15961 -1.86236 0.00423
C -1.08441 -2.91689 -0.31987
H -4.30214 -3.46006 -1.35943
H -3.65221 -5.80939 -0.94148
H -1.32351 -6.33601 -0.28460
H 0.94034 -5.62810 0.18980
H 2.58567 -3.81478 0.58515
H 1.89466 -1.51049 0.61743
I 7.78238 1.10315 -1.58672
C 5.75338 1.00087 -1.17887
C 5.29328 1.31421 0.10015
C 3.94679 1.21436 0.38297
C 3.05823 0.81881 -0.62164
C 3.51970 0.52675 -1.90921
C 4.86899 0.61322 -2.18480
C 1.66548 0.62801 -0.30467
O 1.21022 0.46146 0.87719
O 0.74812 0.54875 -1.20798
H 5.98745 1.63260 0.86480
H 3.57994 1.44790 1.37405
H 2.81978 0.23481 -2.68076
H 5.23829 0.38280 -3.17389
*
```

- frontier orbital gap (alpha / beta) (eV) = 5.8 / 4.0
- highest occupied orbital energy (alpha / beta) (eV) = -13.477 / -13.474
- LUMO (alpha / beta) (eV) = -7.724 / -9.457

***

Record 5
C6H10O in the gas phase, computed with wB97M-V/def2-TZVPD.

Structure (ORCA input):
```
! wB97M-V def2-TZVPD RIJCOSX def2/J DEFGRID3
* xyz 0 1
C -1.91050 -0.30894 -0.38886
C -3.46870 -0.58891 0.18082
C -0.26953 0.07988 1.55145
C 0.24242 1.24613 -0.66878
C 0.44969 -1.29101 -0.46221
C -0.18981 -0.02801 0.04974
O -3.06444 0.58870 -0.12544
H -2.00225 -0.51441 -1.52671
H -0.21507 -0.84261 2.04702
H 0.51300 0.79127 1.87250
H -1.31740 0.48485 1.82587
H -0.12286 1.38984 -1.72835
H 1.39047 1.44050 -0.63833
H 0.04350 2.14796 -0.06101
H 1.57071 -1.27302 -0.32981
H 0.13437 -1.18197 -1.53536
H 0.00024 -2.12259 0.00154
*
```

- frontier orbital gap (eV) = 10.0
- highest occupied orbital energy (eV) = -9.249
- LUMO (eV) = 0.708

***

Record 6
A molecular structure, C7H16N4RuS, computed with wB97M-V/def2-TZVPD.

Structure (ORCA input):
```
! wB97M-V def2-TZVPD RIJCOSX def2/J DEFGRID3
* xyz 4 5
Ru 0.69831 -0.47364 0.00373
N 0.53770 -0.21804 -2.13062
C -0.59166 0.64882 -2.48321
C -0.74086 1.77640 -1.47140
N -0.84443 1.26511 -0.08176
C -2.17738 0.76499 0.31946
C -2.42132 -0.69692 -0.04927
N -1.33051 -1.55632 0.38253
H 0.53414 -1.06666 -2.72977
H 1.42818 0.26893 -2.35675
H -0.46546 1.09664 -3.49175
H -1.51221 0.04993 -2.57221
H 0.12378 2.46314 -1.52505
H -1.61737 2.39494 -1.73552
H -0.60150 2.04129 0.55392
H -2.28798 0.88870 1.41046
H -2.97583 1.38238 -0.12641
H -3.38804 -1.01282 0.39912
H -2.59885 -0.81691 -1.13252
H -1.35162 -1.66140 1.41236
H -1.43146 -2.50826 -0.01096
S 3.49376 -0.46417 3.67419
C 3.98777 -0.84567 2.07098
C 2.93914 -0.84167 1.19887
N 1.72512 -0.47279 1.77947
C 1.83484 -0.23814 3.05027
H 5.01358 -1.09876 1.82752
H 3.00821 -1.14510 0.12997
H 1.01197 0.07602 3.68434
*
```

- frontier orbital gap (alpha / beta) (eV) = 6.8 / 6.0
- highest occupied orbital energy (alpha / beta) (eV) = -24.985 / -25.857
- LUMO (alpha / beta) (eV) = -18.136 / -19.818

***

Asked for F_max across the records above, the calculation gives 6.272 3.958 3.184 1.005 4.059 3.623 eV/Å in order.
Asked for E_tot across the records above, the calculation gives -10528.758 -83882.652 -96173.820 -50437.708 -8426.171 -26844.075 eV in order.
Asked for ΔE to the lowest compared entry with this formula, charge and spin across the records above, the calculation gives 275.12 685.78 196.95 141.51 489.13 108.57 kJ/mol in order.